A 16-piece molecular cluster, C48H96O48 overall. Source: the OMol25 dataset; level of theory: ωB97M-V with the def2-TZVPD basis set.

Each line ends with the Mulliken charge.
Atoms and positions in Å:
C1 -8.49403 2.98679 11.03175  -0.11
O1 -8.98309 3.69428 9.83484  -0.45
C2 -10.23468 3.46812 9.40524  0.63
O2 -11.08015 2.78393 10.03657  -0.20
O3 -10.49712 4.16663 8.38893  -0.38
C3 -11.82516 4.24789 7.87246  -0.46
H1 -9.25057 2.69639 11.76075  -0.08
H2 -7.82445 3.65354 11.57507  0.10
H3 -7.92848 2.13317 10.65811  0.35
H4 -11.80577 4.76170 6.91136  0.28
H5 -12.48452 4.81908 8.52598  0.04
H6 -12.20662 3.25278 7.64369  0.29
C4 -12.50380 -1.24650 14.47187  0.70
O4 -13.04239 -0.33240 13.51985  -0.34
C5 -12.72528 1.01468 13.61542  0.00
O5 -12.00351 1.47334 14.48889  -0.42
O6 -13.37369 1.76975 12.70772  0.56
C6 -13.29013 3.24563 12.71567  -0.32
H7 -11.48330 -1.02803 14.78644  -0.19
H8 -12.54802 -2.28099 14.13131  -0.65
H9 -13.17331 -1.11342 15.32167  0.37
H10 -12.29196 3.60508 12.46553  0.22
H11 -13.43193 3.55996 13.74969  0.01
H12 -14.10830 3.75440 12.20591  0.12
C7 -10.16087 4.12576 14.45721  0.06
O7 -8.94074 4.40343 13.79889  0.27
C8 -8.28853 5.53590 13.96165  0.38
O8 -8.53069 6.47738 14.74896  -0.49
O9 -7.21304 5.40096 13.15517  -0.23
C9 -6.28880 6.40705 12.99996  -0.78
H13 -10.91927 4.89721 14.32372  0.35
H14 -10.06359 4.00920 15.53658  -0.01
H15 -10.74277 3.29301 14.06222  -0.46
H16 -5.86113 6.62904 13.97768  0.28
H17 -6.78154 7.29762 12.60985  0.32
H18 -5.46663 6.13272 12.33900  0.24
C10 -10.61183 7.44908 9.69337  -0.46
O10 -11.13096 7.74300 10.92883  -0.40
C11 -12.09507 6.98912 11.49681  0.67
O11 -12.55535 5.96950 10.94763  -0.30
O12 -12.43236 7.54982 12.67886  -0.39
C12 -13.37701 6.95201 13.51581  0.02
H19 -11.28649 6.82041 9.11226  0.15
H20 -9.93256 6.64166 9.96679  0.20
H21 -10.04848 8.22829 9.17997  0.31
H22 -13.23336 5.87181 13.49073  -0.28
H23 -14.40472 7.02703 13.16047  0.27
H24 -13.34874 7.30143 14.54790  0.25
C13 -13.02553 -4.71774 12.94281  -0.66
O13 -13.82788 -4.51640 14.13732  -0.07
C14 -14.52379 -5.41746 14.70511  0.40
O14 -14.62244 -6.49038 14.25901  -0.57
O15 -14.97856 -4.92045 15.83868  0.07
C15 -15.74064 -5.80394 16.64188  -0.87
H25 -12.33426 -5.55697 13.01991  0.39
H26 -12.35943 -3.86030 12.84692  0.03
H27 -13.69454 -4.71293 12.08228  0.35
H28 -16.69942 -6.08968 16.20922  0.31
H29 -15.90463 -5.52765 17.68346  0.22
H30 -15.19104 -6.74194 16.72056  0.43
C16 -7.58561 4.19588 17.75531  -0.65
O16 -8.32228 2.95863 17.79243  -0.27
C17 -8.00757 1.97233 16.98112  0.74
O17 -6.97795 1.89244 16.30923  -0.67
O18 -9.01604 1.17634 16.93389  0.00
C18 -9.12869 0.17636 15.97934  -0.43
H31 -7.99979 4.84925 18.52321  0.32
H32 -7.41564 4.75605 16.83585  0.13
H33 -6.53283 4.16312 18.03583  0.36
H34 -10.13104 -0.24960 16.02345  -0.30
H35 -8.28500 -0.51079 15.91517  0.51
H36 -9.20253 0.51661 14.94645  0.33
C19 -16.31179 1.31900 13.88960  -0.63
O19 -16.71288 1.84676 12.62956  0.23
C20 -17.28648 1.03447 11.81629  0.48
O20 -17.69324 -0.12964 12.07443  -0.68
O21 -17.45415 1.60880 10.62575  -0.09
C21 -18.17554 1.01684 9.56887  -0.68
H37 -17.19137 1.13098 14.50530  0.82
H38 -15.72254 2.15152 14.27403  -0.45
H39 -15.63491 0.46798 13.81397  -0.05
H40 -17.80122 1.57112 8.70821  0.11
H41 -19.22148 1.15942 9.84051  0.31
H42 -17.98973 -0.05473 9.49594  0.34
C22 -15.90717 3.16869 4.42737  -0.67
O22 -15.36472 3.80667 5.50800  -0.34
C23 -15.57713 3.34548 6.75982  0.69
O23 -16.21802 2.32342 7.04103  -0.56
O24 -14.98355 4.22287 7.66930  -0.39
C24 -15.05631 3.99947 9.04786  -0.14
H43 -16.99056 3.20103 4.31200  0.29
H44 -15.56153 2.13519 4.44984  0.31
H45 -15.53006 3.59821 3.49925  0.25
H46 -16.00458 3.53568 9.31952  0.50
H47 -14.91882 4.94338 9.57533  0.25
H48 -14.28928 3.32014 9.41971  -0.25
C25 -20.35348 1.00964 16.44296  -0.77
O25 -19.40971 0.17744 15.77181  -0.33
C26 -18.49429 -0.45058 16.55592  0.82
O26 -18.34917 -0.32483 17.76439  -0.62
O27 -17.71792 -1.20025 15.73348  -0.25
C27 -16.63001 -1.84431 16.22938  -0.06
H49 -20.15643 1.16730 17.50335  0.32
H50 -21.38009 0.64360 16.42865  0.31
H51 -20.44072 2.00534 16.00814  0.28
H52 -16.10146 -1.12468 16.85457  -0.19
H53 -15.84019 -2.05351 15.50790  0.14
H54 -16.89164 -2.77518 16.73250  0.31
C28 -13.82857 -1.81460 18.96824  0.02
O28 -14.72672 -2.92648 19.11773  -0.30
C29 -15.91068 -2.80000 19.67870  0.81
O29 -16.32683 -1.93069 20.50533  -0.63
O30 -16.61289 -3.96785 19.42483  -0.23
C30 -17.94158 -4.07440 19.83396  -0.77
H55 -13.71056 -1.68731 17.89215  -0.25
H56 -12.80553 -2.09447 19.21959  0.12
H57 -14.25564 -0.90608 19.39286  0.32
H58 -18.09898 -3.86087 20.89119  0.32
H59 -18.29015 -5.08420 19.61738  0.28
H60 -18.63090 -3.33628 19.42395  0.28
C31 -10.49968 -0.60803 11.19232  -0.19
O31 -9.39326 -0.76898 12.11002  0.10
C32 -8.44047 -1.74030 11.96092  0.35
O32 -8.43391 -2.53562 11.06925  -0.58
O33 -7.63207 -1.83285 13.01070  -0.12
C33 -6.55920 -2.78371 12.97375  -0.75
H61 -11.21766 -1.41200 11.35427  0.08
H62 -10.17825 -0.58940 10.15095  0.51
H63 -11.03514 0.31251 11.42467  -0.32
H64 -5.95479 -2.74844 12.06735  0.30
H65 -6.99448 -3.77926 13.06058  0.30
H66 -5.88110 -2.55437 13.79574  0.23
C34 -11.39404 -4.79752 16.83426  -0.51
O34 -10.38069 -4.46931 17.74478  -0.42
C35 -10.24440 -3.12363 17.99421  0.52
O35 -10.87384 -2.26830 17.39262  -0.12
O36 -9.30852 -2.93009 18.98900  -0.39
C36 -9.02099 -1.64136 19.36744  -0.49
H67 -11.19245 -5.84992 16.63451  0.33
H68 -11.25874 -4.24169 15.90643  0.18
H69 -12.40411 -4.71636 17.23585  0.22
H70 -8.27817 -1.70236 20.16279  0.32
H71 -9.84461 -1.09825 19.83090  0.26
H72 -8.80338 -0.99930 18.51392  0.11
C37 -14.06165 -3.89101 8.30147  -0.60
O37 -14.37853 -2.48347 8.35550  -0.33
C38 -13.85970 -1.70749 9.34859  0.48
O38 -13.23084 -2.12690 10.32330  -0.45
O39 -14.18412 -0.44762 9.05811  -0.34
C39 -14.19255 0.54516 10.05969  0.88
H73 -14.12457 -4.41120 9.25726  0.17
H74 -13.00877 -4.02972 8.05589  0.30
H75 -14.66554 -4.45195 7.58818  0.29
H76 -14.29955 0.10565 11.05140  0.03
H77 -15.00247 1.24886 9.86753  -0.53
H78 -13.23162 1.05629 10.00085  0.05
C40 -17.27433 6.15373 12.79911  -0.38
O40 -17.83747 5.36828 13.83810  -0.40
C41 -17.03152 4.60798 14.60915  0.36
O41 -15.81934 4.57421 14.55422  0.32
O42 -17.85267 4.12866 15.64789  -0.39
C42 -17.41863 3.44399 16.77743  -0.24
H79 -16.90121 7.12395 13.12704  0.33
H80 -18.04061 6.27862 12.03405  0.34
H81 -16.41687 5.67168 12.32953  -0.10
H82 -16.57513 3.80463 17.36611  0.05
H83 -17.15684 2.43615 16.45523  0.13
H84 -18.25452 3.31331 17.46467  0.30
C43 -12.21416 2.61166 17.71346  0.36
O43 -13.19665 2.37726 18.76540  -0.52
C44 -14.37699 1.88062 18.53413  0.36
O44 -14.81878 1.54395 17.42206  0.30
O45 -14.92505 1.74081 19.71686  -0.48
C45 -16.26084 1.28923 19.77717  -0.29
H85 -11.81539 1.65683 17.37086  -0.12
H86 -11.38174 3.10744 18.21283  0.19
H87 -12.49760 3.17592 16.82500  -0.22
H88 -16.57020 0.70622 18.90971  -0.11
H89 -16.95392 2.12231 19.66012  0.32
H90 -16.41742 0.65227 20.64772  0.33
C46 -13.94984 5.51948 17.13570  -0.79
O46 -12.66924 6.04657 17.32294  0.08
C47 -12.21715 6.72162 18.39631  0.51
O47 -12.74930 6.75166 19.51155  -0.60
O48 -10.94427 7.21572 18.19746  -0.37
C48 -10.43072 7.26625 16.84161  -0.06
H91 -14.09658 4.74784 17.89143  0.44
H92 -14.00375 5.03212 16.16221  -0.13
H93 -14.72731 6.28293 17.16400  0.57
H94 -9.48073 7.79836 16.79178  0.34
H95 -11.12190 7.70909 16.12450  0.19
H96 -10.30507 6.23527 16.51087  -0.16

The total energy comes out at -5497.96972 Eh. The calculation puts the frontier orbital gap at 10.6 eV. For the relative energy (zero: lowest compared OMol25 entry of this formula, charge and spin), the calculation gives 103.2 kcal/mol. For the LUMO energy, the calculation gives 0.371 eV.